# 1
Density functional theory data (ωB97M-V/def2-TZVPD) for a molecular structure, C6H14N2 in a non-equilibrium geometry.

Structure (ORCA input):
```
! wB97M-V def2-TZVPD RIJCOSX def2/J DEFGRID3
* xyz 0 1
C 1.5519 2.1076 0.6151
C 0.1122 1.7755 1.0828
C -0.6992 1.1107 -0.1191
C -2.0489 0.8498 0.2250
C 0.0074 -0.8377 -0.3417
C 1.0208 -2.9738 -0.0921
H 1.8938 1.0093 0.4243
H 2.1799 2.7835 1.3477
H 1.3366 2.8814 -0.4237
H 0.3228 1.0245 1.7848
H -0.3671 2.7174 1.6014
H -0.6764 1.8506 -0.8600
H -2.0457 0.4035 1.1201
H -2.7368 0.4551 -0.5599
H -2.8083 1.6384 0.5865
H -0.3776 -0.8216 0.7605
H -0.1656 -2.4116 -2.0851
H 0.9004 -4.0829 -0.5650
H 0.8070 -3.3918 1.0959
H 2.1774 -2.2973 -0.2520
N 0.0088 0.2080 -0.9004
N -0.0239 -2.2011 -0.8418
*
```

Summary:
- Energy above the lowest of the compared OMol25 structures with the same formula, charge and spin: 168.7 kcal per mole
- HOMO energy: -8.958 eV

# 2
Density functional theory data (ωB97M-V/def2-TZVPD) for 2 unconnected molecules or ions with the total composition C6H14N2 in a non-equilibrium geometry.

Structure (ORCA input):
```
! wB97M-V def2-TZVPD RIJCOSX def2/J DEFGRID3
* xyz 0 1
C 0.2116 0.2809 0.4940
C -1.1537 0.6157 -1.0904
C 1.2723 -0.7977 0.6683
C 0.9027 1.6413 0.4461
C -0.7890 0.2092 1.6449
C -0.4423 -0.6014 -1.3596
N -1.0442 -1.8380 -1.1051
N 0.6221 -0.5486 -2.1986
H -1.4566 -1.9550 -0.1879
H -0.4207 -2.6017 -1.3382
H 0.4431 0.1324 -2.9392
H -2.2375 0.5521 -0.9892
H -0.7357 1.5494 -1.4471
H 1.9421 -0.5438 1.4975
H 1.5316 1.6990 -0.4448
H -0.2663 0.2706 2.6072
H 0.8417 -1.7740 0.9011
H 1.9065 -0.8677 -0.2222
H 0.1923 2.4715 0.4447
H 1.5141 1.7897 1.3437
H -1.3458 -0.7320 1.6353
H -1.4885 1.0483 1.6393
*
```

Summary:
- Energy above the lowest of the compared OMol25 structures with the same formula, charge and spin: 78.8 kcal per mole
- HOMO energy: -7.842 eV

# 3
Density functional theory data (ωB97M-V/def2-TZVPD) for a single C6H14N2 molecule in a non-equilibrium geometry.

Structure (ORCA input):
```
! wB97M-V def2-TZVPD RIJCOSX def2/J DEFGRID3
* xyz 0 1
C -0.8745 -0.4805 -0.4428
C -1.9421 -0.7023 -1.4882
C -0.8238 -1.5730 0.6085
C 0.8327 -0.4676 -1.1730
C 2.2639 1.3575 1.5675
N -0.9805 0.8162 0.1356
C 0.0364 1.3600 0.8523
N 1.1117 0.6812 1.0236
H -1.6204 1.4610 -0.3011
H -0.0349 2.4441 0.9956
H -2.9166 -0.8953 -1.0283
H -2.0443 0.1539 -2.1560
H -1.6894 -1.5665 -2.1046
H -0.7193 -2.5469 0.1328
H -1.7390 -1.5802 1.2045
H 0.0169 -1.3966 1.2765
H 1.8301 -0.3193 -0.7744
H 0.8766 -1.5049 -1.5005
H 0.6754 0.2030 -2.0184
H 2.3911 1.0499 2.6077
H 3.1552 1.0510 1.0214
H 2.1950 2.4554 1.5614
*
```

Summary:
- Energy above the lowest of the compared OMol25 structures with the same formula, charge and spin: 46.6 kcal per mole
- HOMO energy: -8.319 eV

# 4
Density functional theory data (ωB97M-V/def2-TZVPD) for a single C6H14N2 molecule in a non-equilibrium geometry.

Structure (ORCA input):
```
! wB97M-V def2-TZVPD RIJCOSX def2/J DEFGRID3
* xyz 0 1
C 1.7029 -0.6433 0.7647
C 0.6229 -0.1296 -0.2006
N 1.2523 0.3500 -1.4492
N 0.1743 2.2993 0.1989
C -0.1971 0.9727 0.4954
H 1.9474 1.0584 -1.2187
H 1.7670 -0.4205 -1.8669
H -0.2042 3.0007 0.8248
H 0.0491 2.5313 -0.7836
H -0.3080 0.8348 1.5714
H 2.4361 0.1416 0.9801
H 1.2633 -0.9491 1.7188
H 2.2080 -1.5223 0.3554
C -1.9178 0.5959 -0.0031
C -0.4027 -1.1842 -0.5952
C -0.7457 -2.2977 0.1170
H -0.6587 -1.1523 -1.6555
H -2.1753 1.5292 -0.5174
H -2.4954 -0.1308 -0.5737
H -2.4193 0.5629 0.9691
H -1.4839 -2.9924 -0.2678
H -0.4153 -2.4547 1.1360
*
```

Summary:
- Energy above the lowest of the compared OMol25 structures with the same formula, charge and spin: 59.6 kcal per mole
- HOMO energy: -8.529 eV

# 5
Density functional theory data (ωB97M-V/def2-TZVPD) for 2 unconnected molecules or ions with the total composition C6H14N2O in a non-equilibrium geometry.

Structure (ORCA input):
```
! wB97M-V def2-TZVPD RIJCOSX def2/J DEFGRID3
* xyz 0 1
C -2.9856 -0.4294 -1.7040
C -3.4435 0.6654 0.4187
C -4.2232 1.6221 -0.1331
O -2.9377 -0.4899 -0.2953
H -3.8408 0.2772 1.3529
H -3.9998 -0.4700 -2.1199
H -2.3751 -1.2567 -2.0667
H -2.6622 0.5532 -2.0687
H -5.2416 1.7520 0.1929
H -4.1353 1.9391 -1.1600
C 1.5597 -0.6434 1.8180
C 2.5109 -0.5777 0.6639
N 3.3611 -1.6559 0.5326
N 3.8468 0.7027 -0.8917
C 2.6551 0.5609 -0.1141
H 2.9905 -2.5448 0.8390
H 3.9454 -1.6578 -0.2962
H 4.6933 0.4354 -0.4036
H 3.9520 1.6598 -1.2144
H 2.3304 1.5056 0.3052
H 1.0541 0.3106 1.9346
H 0.8535 -1.4586 1.6507
H 2.0917 -0.7996 2.7593
*
```

Summary:
- Energy above the lowest of the compared OMol25 structures with the same formula, charge and spin: 103.5 kcal per mole
- HOMO energy: -7.153 eV

# 6
Density functional theory data (ωB97M-V/def2-TZVPD) for 2 unconnected molecules or ions with the total composition C6H14N2O in a non-equilibrium geometry.

Structure (ORCA input):
```
! wB97M-V def2-TZVPD RIJCOSX def2/J DEFGRID3
* xyz 0 1
C -1.2960 -0.0085 0.0867
C 0.1552 0.4695 -0.1455
C 1.2318 -0.5108 0.3135
C -1.5509 -1.3287 -0.6431
C -1.5783 -0.1602 1.5845
C 3.2014 0.6317 -1.1673
N -2.2650 0.9633 -0.4271
N 3.7755 0.8741 -0.1252
O 2.6276 0.5711 -2.1728
H -2.1274 1.1050 -1.4227
H -2.1380 1.8612 0.0286
H 2.1936 -0.0067 0.6505
H 4.6738 1.2744 0.0547
H 0.2880 0.6719 -1.2112
H 0.2844 1.4206 0.3812
H 1.4117 -1.2962 -0.4164
H 0.9441 -0.9967 1.2468
H -1.3450 -1.2188 -1.7070
H -2.5929 -1.6157 -0.5226
H -0.9184 -2.1202 -0.2504
H -2.6441 -0.3142 1.7338
H -1.0460 -1.0066 2.0086
H -1.2848 0.7404 2.1223
*
```

Summary:
- Energy above the lowest of the compared OMol25 structures with the same formula, charge and spin: 28.6 kcal per mole
- HOMO energy: -9.025 eV

Number 6 is which compound? C6H14N2O

Repeat the third record exactly.
Density functional theory data (ωB97M-V/def2-TZVPD) for a single C6H14N2 molecule in a non-equilibrium geometry.

Structure (ORCA input):
```
! wB97M-V def2-TZVPD RIJCOSX def2/J DEFGRID3
* xyz 0 1
C -0.8745 -0.4805 -0.4428
C -1.9421 -0.7023 -1.4882
C -0.8238 -1.5730 0.6085
C 0.8327 -0.4676 -1.1730
C 2.2639 1.3575 1.5675
N -0.9805 0.8162 0.1356
C 0.0364 1.3600 0.8523
N 1.1117 0.6812 1.0236
H -1.6204 1.4610 -0.3011
H -0.0349 2.4441 0.9956
H -2.9166 -0.8953 -1.0283
H -2.0443 0.1539 -2.1560
H -1.6894 -1.5665 -2.1046
H -0.7193 -2.5469 0.1328
H -1.7390 -1.5802 1.2045
H 0.0169 -1.3966 1.2765
H 1.8301 -0.3193 -0.7744
H 0.8766 -1.5049 -1.5005
H 0.6754 0.2030 -2.0184
H 2.3911 1.0499 2.6077
H 3.1552 1.0510 1.0214
H 2.1950 2.4554 1.5614
*
```

Summary:
- Energy above the lowest of the compared OMol25 structures with the same formula, charge and spin: 46.6 kcal per mole
- HOMO energy: -8.319 eV

Which value of HOMO energy does entry 5 give? -7.153 eV